This record from the Open Molecules 2025 dataset describes one molecule with the formula C6H16Si. The level of theory is wB97M-V/def2-TZVPD.

Each line ends with the Mulliken charge.
Cartesian coordinates (Å):
1 C 0.13829 0.52907 1.93174  -1.589
2 C -1.97308 0.44582 0.60653  -1.684
3 C -1.06882 -1.63935 1.50072  -1.485
4 C 1.57688 0.50233 -3.11860  -0.989
5 C 0.15910 -0.58018 -0.38265  -1.755
6 C -0.63272 -0.30072 0.86726  2.049
7 Si 0.96481 0.96890 -1.40485  0.331
8 H 1.10296 0.12569 2.30872  0.348
9 H -0.54484 0.49412 2.87776  0.367
10 H 0.33661 1.53800 1.52842  0.372
11 H -2.45875 0.09631 -0.30289  0.382
12 H -2.65375 0.19130 1.43343  0.447
13 H -1.86345 1.54574 0.41896  0.325
14 H -2.19883 -1.69678 1.84003  0.257
15 H -0.98964 -2.38960 0.71245  0.390
16 H -0.53458 -1.99240 2.42618  0.322
17 H 1.63516 1.52888 -3.62967  0.220
18 H 2.59039 0.09593 -3.00120  0.315
19 H 1.17708 -0.32387 -3.67747  0.366
20 H 0.96981 -1.23425 -0.28883  0.612
21 H -0.38629 -1.05593 -1.14469  0.602
22 H -0.11201 2.13463 -1.34429  -0.106
23 H 2.29025 1.31525 -0.68381  -0.095

Atoms 1-6, force components in eV/Å:
C -0.837 -0.412 1.214
C 0.276 0.639 -0.547
C -1.708 -1.284 1.041
C 0.847 1.274 0.125
C 0.812 3.148 -1.400
C -0.641 0.186 1.534

Properties
Multiplicity ... 1
SMILES string ... C[SiH2]CC(C)(C)C
LUMO level ... 0.0322 Ha
Maximum force ... 3.54 eV/A
Energy ... -14357.9926 eV
Kohn-Sham gap ... 10.681 eV

---

This record from the Open Molecules 2025 dataset describes a 2-piece molecular cluster, C7H11N2O2 overall. The level of theory is wB97M-V/def2-TZVPD.

Each line ends with the Mulliken charge.
Cartesian coordinates (Å):
1 C -2.87479 -2.66434 0.25503  -0.461
2 C -1.03965 -2.35031 1.83024  -0.301
3 C -0.80180 -0.80147 -0.88740  0.732
4 C 1.00243 0.62791 -1.68709  -0.769
5 C 0.81493 -0.02764 0.67279  -0.022
6 C 0.96151 2.12499 -1.14762  -0.433
7 C 0.87331 1.45344 1.03295  -0.529
8 N -1.94667 -2.66799 1.11368  -0.043
9 N 0.27976 -0.19091 -0.70848  0.050
10 O -1.66353 -1.33949 -1.35716  -0.206
11 O 1.62198 2.14783 0.10778  -0.335
12 H -3.61005 -1.95481 0.12102  0.365
13 H -3.10818 -3.58153 -0.44039  0.252
14 H -0.98387 -2.59182 2.83664  0.357
15 H 0.55778 0.72265 -2.61007  0.466
16 H 1.93530 0.25847 -1.78707  0.372
17 H 1.89932 -0.41157 0.51263  0.260
18 H 0.09313 -0.60482 1.47423  -0.059
19 H 1.38550 2.89948 -1.88179  0.361
20 H -0.09236 2.58575 -1.07196  0.317
21 H -0.26686 1.76919 1.17958  0.278
22 H 1.25715 1.77789 2.07885  0.349

Atoms 1-6, force components in eV/Å:
C -0.055 -4.555 -1.513
C 1.221 0.798 -1.486
C 2.450 1.034 -0.599
C -2.569 3.851 1.540
C 1.173 -1.001 2.336
C -0.142 0.849 -0.848

Properties
Multiplicity ... 1
Net charge ... +1
LUMO level (alpha / beta) ... -0.1677 / -0.1677 Ha
Maximum force ... 4.88 eV/A
Energy ... -14499.6950 eV
Kohn-Sham gap (alpha / beta) ... 7.593 / 7.594 eV

---

This record from the Open Molecules 2025 dataset describes an isolated ion of composition C8H11N4O and charge -1. The level of theory is wB97M-V/def2-TZVPD.

Each line ends with the Mulliken charge.
Cartesian coordinates (Å):
1 C -4.01902 0.65124 -0.56915  0.509
2 C 0.97208 2.73746 1.08332  -1.242
3 C 0.41265 1.79795 0.30626  -0.021
4 C -0.13142 0.48409 0.66531  -0.524
5 C -1.49336 0.12649 -0.42686  -0.367
6 C -0.26936 -0.71551 -0.24755  1.911
7 C -0.54874 -1.98939 0.53151  -1.549
8 C 0.76445 -0.75517 -1.33926  -1.574
9 N -4.99244 0.22463 0.23066  -0.520
10 N -4.56638 -0.75661 1.03928  -0.494
11 N -3.32764 -0.97155 0.97398  -0.275
12 N -2.79473 -0.09228 -0.01305  0.282
13 O -3.84594 1.42600 -1.48625  -0.677
14 H 1.46785 3.55728 0.57720  0.229
15 H 1.09901 2.79589 2.06998  0.408
16 H 0.39892 2.01149 -0.78478  0.108
17 H 0.00806 0.29606 1.73287  0.353
18 H -1.55770 0.94366 -1.24754  0.323
19 H 0.31831 -2.03320 1.22102  0.344
20 H -0.55183 -2.86872 -0.15679  0.345
21 H -1.50617 -2.09657 1.01296  0.402
22 H 1.63141 -1.46768 -1.08420  0.331
23 H 1.12728 0.19679 -1.57616  0.359
24 H 0.34034 -1.15572 -2.25282  0.340

Atoms 1-6, force components in eV/Å:
C 3.278 -1.541 1.912
C -0.033 0.175 -4.197
C 0.488 -0.737 -0.902
C -1.149 1.047 -0.074
C 0.932 1.732 0.352
C -0.935 0.944 -0.051

Properties
Multiplicity ... 1
SMILES string ... C=C[C@H]1[C@H](n2nnnc2[O-])C1(C)C
Net charge ... -1
LUMO level ... 0.1243 Ha
Maximum force ... 4.20 eV/A
Energy ... -16479.8239 eV
Kohn-Sham gap ... 7.196 eV